[1]
84
Properties=species:S:1:pos:R:3:forces:R:3:mulliken_charge:R:1 method="wB97M-V/def2-TZVPD" homo_ev="-7.9998 / -8.0236" gap_ev="7.1 / 8.0" e_above_lowest_ev=0.138 e_lumo_ev="-0.89 / 0.00" multiplicity=4 max_force_ev_per_a=0.55 total_charge=0 energy_ha=-6010.36448
Cr 0.45437 0.42424 -0.88366 0.4 -0.1 -0.4 0.479
C 4.42813 0.14591 -2.35462 0.0 0.0 0.1 -0.650
C 3.86785 1.14777 -3.36528 0.0 0.0 0.0 -0.829
S 2.13519 1.69403 -3.19563 0.0 0.0 0.0 0.105
C 2.38175 3.43916 -2.73852 0.0 -0.1 0.0 -0.968
C 1.62636 3.86770 -1.48860 0.0 0.0 0.1 -0.579
S 1.66419 2.75837 -0.06802 0.0 -0.2 0.1 0.365
C 3.37667 2.81656 0.51101 0.0 0.0 0.0 -1.065
C 4.45055 2.10350 -0.30682 0.0 0.0 0.0 -0.644
S 4.03300 0.36851 -0.60510 0.0 0.0 0.0 -0.005
H 4.03939 -0.85048 -2.56135 0.0 0.0 0.0 0.255
H 5.51054 0.09836 -2.49150 0.0 0.0 0.0 0.536
H 4.47279 2.05335 -3.37898 0.0 0.0 0.0 0.485
H 3.96674 0.70341 -4.35612 0.0 0.0 0.0 0.434
H 3.45057 3.60599 -2.62220 0.0 0.0 0.0 0.422
H 2.04441 4.06304 -3.56693 0.0 0.0 0.0 0.557
H 1.97843 4.84955 -1.16437 0.0 0.0 0.0 0.654
H 0.56512 3.95618 -1.71529 0.1 0.0 0.0 -0.175
H 3.64493 3.86905 0.62615 0.0 0.0 0.0 0.604
H 3.33202 2.38485 1.51323 0.0 0.0 0.0 0.325
H 4.61683 2.60546 -1.25658 0.0 0.0 0.0 0.203
H 5.38727 2.15209 0.25138 0.0 0.0 0.0 0.534
C -0.14041 -6.04884 -2.15616 0.0 0.0 0.0 -1.089
Si 0.35050 -4.59875 -3.23501 0.0 0.0 0.0 0.160
C -0.23938 -4.87734 -4.99312 0.0 0.0 0.0 -1.077
C 2.20707 -4.40510 -3.22484 0.0 0.0 0.0 -1.011
C -0.60433 -3.09991 -2.57670 0.0 0.0 0.0 0.383
C -1.99349 -3.18266 -2.58227 0.0 0.1 0.0 -0.221
C -2.80398 -2.16483 -2.08406 0.1 -0.1 -0.1 -1.413
C -2.19473 -1.05262 -1.55422 -0.1 0.1 0.1 -0.290
N -0.86564 -0.95056 -1.53746 0.1 0.0 0.0 0.387
C -0.07777 -1.91879 -2.03861 0.0 -0.1 0.0 1.050
S 1.58705 -1.43882 -1.88141 -0.1 0.1 0.1 -0.919
H 0.37313 -6.95796 -2.47625 0.0 0.0 0.0 0.337
H -1.21409 -6.24083 -2.19925 0.0 0.0 0.0 0.330
H 0.12177 -5.86277 -1.11314 0.0 0.0 0.0 0.344
H 0.22361 -5.76945 -5.41986 0.0 0.0 0.0 0.341
H 0.02068 -4.02788 -5.62749 0.0 0.0 0.0 0.318
H -1.32153 -5.01075 -5.04312 0.0 0.0 0.0 0.332
H 2.65543 -5.32207 -3.61559 0.0 0.0 0.0 0.387
H 2.59207 -4.23656 -2.21931 0.0 0.0 0.0 0.289
H 2.53140 -3.57284 -3.85008 0.0 0.0 0.0 0.270
H -2.47004 -4.07070 -2.98475 0.0 0.0 0.0 0.319
H -3.88091 -2.23988 -2.09269 0.0 0.0 0.0 0.443
H -2.75670 -0.22784 -1.12980 0.1 -0.2 -0.1 0.308
S -2.30382 -1.63761 1.78165 -0.1 0.0 0.1 -0.374
P -0.74307 -0.67797 2.46508 0.0 0.0 -0.2 0.726
S 0.86447 -0.55313 1.17415 0.2 0.1 0.2 -0.307
C 0.00202 -1.45608 3.93595 -0.1 -0.1 0.0 0.666
C -0.85864 -2.10884 4.81464 0.0 0.0 0.0 -0.480
C -0.37140 -2.65311 5.99187 0.0 0.0 0.0 -0.673
C 0.97934 -2.55613 6.29528 0.0 0.0 0.0 -0.457
C 1.84049 -1.91465 5.41787 0.0 0.0 0.0 -0.645
C 1.35536 -1.36299 4.24132 0.0 0.1 0.0 -0.456
C -1.19782 0.97569 3.08084 0.0 0.0 0.0 0.564
C -0.33891 2.05914 2.96280 0.1 0.0 0.0 -0.336
C -0.71338 3.30674 3.44046 0.0 0.0 0.0 -0.563
C -1.94240 3.46862 4.06156 0.0 0.0 0.0 -0.570
C -2.79498 2.38144 4.20475 0.0 0.0 0.0 -0.639
C -2.42865 1.14016 3.71237 0.0 0.0 0.0 -0.627
H -1.90663 -2.20593 4.55905 0.0 0.0 0.0 0.325
H -1.04609 -3.16126 6.66846 0.0 0.0 0.0 0.399
H 1.36128 -2.98680 7.21190 0.0 0.0 0.0 0.373
H 2.89619 -1.84523 5.64611 0.0 0.0 0.0 0.402
H 2.03228 -0.86797 3.55819 0.0 0.0 0.0 0.367
H 0.61858 1.92660 2.47720 0.0 0.0 0.0 0.263
H -0.04595 4.15019 3.31864 0.0 0.0 0.0 0.427
H -2.24043 4.44146 4.43064 0.0 0.0 0.0 0.399
H -3.75619 2.50518 4.68680 0.0 0.0 0.0 0.439
H -3.10632 0.29863 3.78826 0.0 0.0 0.0 0.512
Cl -6.56358 2.72775 1.73165 0.0 0.0 0.0 -0.239
C -5.10255 2.73390 0.79065 0.0 0.0 0.0 0.216
C -4.91435 3.72495 -0.16321 0.0 0.0 0.0 -0.649
C -3.75221 3.72154 -0.91218 0.0 0.0 0.0 -0.493
C -2.78036 2.74568 -0.70236 -0.1 0.1 0.0 -0.139
C -2.98433 1.77371 0.26682 0.0 0.0 0.0 1.027
C -4.15258 1.75134 1.01058 0.0 0.0 0.0 -1.231
C -1.55731 2.77141 -1.56026 0.1 0.1 -0.1 0.181
O -1.38999 3.63816 -2.40048 -0.1 -0.1 0.0 -0.726
O -0.67929 1.83105 -1.34468 -0.4 0.1 0.0 -0.231
H -5.67422 4.47838 -0.31604 0.0 0.0 0.0 0.457
H -3.57751 4.47230 -1.67015 0.0 0.0 0.0 0.510
H -2.23939 1.00902 0.45104 0.0 0.1 0.0 0.001
H -4.31445 0.97580 1.74580 0.0 0.0 0.0 0.559


[2]
19
Properties=species:S:1:pos:R:3:forces:R:3:mulliken_charge:R:1 method="wB97M-V/def2-TZVPD" homo_ev=-9.5642 gap_ev=10.1 e_above_lowest_ev=1.045 smiles="CCC(=O)CC.O" e_lumo_ev=0.56 max_force_ev_per_a=2.85 total_charge=0 energy_ha=-348.16642
O 1.27116 1.76469 -1.62404 -1.1 -2.1 0.7 -0.584
C 1.02616 0.63493 -1.17615 -0.9 1.2 -2.4 0.320
C 2.51149 0.95094 0.77960 0.1 1.1 0.6 -1.158
C -1.46308 0.28770 -0.99532 -0.9 0.1 -0.1 -1.023
C 1.93231 0.01645 -0.24074 1.5 -1.9 1.4 -0.073
C -0.20800 -0.23526 -1.66590 1.2 1.1 -0.3 -0.402
H 3.18661 0.46313 1.50270 -0.3 0.1 -0.4 0.340
H 1.69688 1.44411 1.33619 0.4 0.0 -0.1 0.316
H 3.07998 1.72128 0.23187 -0.3 -0.1 0.5 0.265
H -1.60214 -0.15046 0.00732 0.1 0.2 -0.4 0.263
H -2.30191 -0.02969 -1.63739 0.0 0.2 0.6 0.313
H -1.48535 1.38677 -0.90513 0.1 -0.5 -0.2 0.317
H 2.82339 -0.31309 -0.80891 -0.6 -0.3 -0.2 0.176
H 1.47701 -0.88062 0.22124 0.2 0.4 -0.2 0.288
H -0.22952 -0.07971 -2.76170 -0.2 0.0 0.5 0.331
H -0.16325 -1.32590 -1.48159 0.6 0.6 0.0 0.310
O -4.11206 -1.86460 2.76911 0.8 -0.1 0.9 -0.647
H -4.10225 -2.50934 3.51239 0.0 0.7 -0.8 0.325
H -3.33744 -1.28133 2.93645 -0.8 -0.6 -0.1 0.323


[3]
14
Properties=species:S:1:pos:R:3:forces:R:3:mulliken_charge:R:1 method="wB97M-V/def2-TZVPD" homo_ev=-8.7894 gap_ev=9.6 e_above_lowest_ev=3.408 e_lumo_ev=0.82 max_force_ev_per_a=1.84 total_charge=0 energy_ha=-270.43263
C -1.17192 -1.32590 -0.13749 0.3 0.2 -0.2 -1.312
C 0.17284 -0.58355 0.02545 0.3 -0.1 0.5 0.219
C 0.10527 0.58573 0.98841 -0.1 0.1 0.3 -0.720
C 0.81918 1.57671 0.09240 -0.1 0.0 0.1 0.599
O 1.37586 2.61333 0.39176 -0.1 -0.4 -0.3 -0.606
C 0.81949 0.83009 -1.15272 0.3 -1.1 0.6 -1.029
H -2.00377 -0.66943 -0.42313 0.3 0.0 0.0 0.383
H -1.15880 -2.18398 -0.81764 0.2 0.2 0.0 0.360
H -1.43357 -1.72028 0.86016 0.2 0.2 -0.3 0.352
H 0.99602 -1.27691 0.13446 0.1 0.1 0.3 0.389
H 0.65162 0.38518 1.90881 0.0 0.2 0.1 0.308
H -0.91042 0.90792 1.22434 0.0 -0.1 0.1 0.294
H 1.72764 0.75611 -1.74895 -0.3 -0.3 0.0 0.255
H 0.01057 0.10498 -1.34586 -0.9 1.1 -1.2 0.509


[4]
90
Properties=species:S:1:pos:R:3:forces:R:3:mulliken_charge:R:1 method="wB97M-V/def2-TZVPD" homo_ev="-12.2526 / -12.8132" gap_ev="5.4 / 3.1" e_above_lowest_ev=0.000 e_lumo_ev="-6.82 / -9.72" multiplicity=5 max_force_ev_per_a=2.25 total_charge=+2 energy_ha=-6203.93640
N -5.16660 -1.08162 3.01938 0.1 0.2 0.6 -0.469
C -4.42153 -0.13371 3.59857 0.3 0.7 -0.6 -0.358
C -3.82250 0.90101 2.84920 0.2 0.2 0.1 -0.469
C -3.93001 0.90523 1.42474 0.0 0.0 0.3 0.670
C -4.74778 -0.10384 0.86981 -0.1 0.0 0.1 -0.288
C -5.36485 -1.03360 1.70909 0.4 0.3 -0.5 -0.668
C -3.18741 1.84973 0.57230 -0.2 -0.5 1.3 -0.342
Fe 1.04113 -0.26528 0.03403 -1.2 -0.1 1.0 -0.418
P 2.45325 0.73293 -1.23754 0.3 0.1 -0.4 0.716
C -2.91211 1.58613 -0.74618 1.1 0.7 -1.4 -0.069
C -1.99825 2.36506 -1.59078 -0.3 -0.4 0.6 0.238
C -1.84519 2.02094 -2.96848 0.4 0.2 -0.2 -0.415
C -0.86886 2.60478 -3.77140 -0.7 -0.5 0.6 -0.364
C 0.03008 3.49714 -3.17947 0.7 1.1 -0.9 -0.311
C -0.12586 3.95949 -1.86518 -0.8 -0.4 0.7 -0.351
C -1.15331 3.40370 -1.08030 0.8 0.3 -0.3 -0.499
Br 1.49325 4.17101 -4.28637 -1.6 -0.3 0.6 0.018
H -2.75986 2.74274 1.05190 -0.3 -0.5 -0.2 0.652
H -3.32412 0.68167 -1.20541 0.1 0.4 0.1 0.275
H -3.24152 1.68280 3.37474 -0.4 -0.5 -0.4 0.406
H -4.94214 -0.13659 -0.19765 0.0 -0.1 0.2 0.599
H -4.29410 -0.18256 4.69208 -0.1 0.0 -0.7 0.390
H -6.02972 -1.78109 1.29239 0.0 0.0 0.0 0.442
H -2.50949 1.27117 -3.37982 0.0 0.1 -0.1 0.579
H -1.25428 3.72496 -0.03878 0.1 0.0 -0.5 0.329
H -0.78445 2.36360 -4.82542 0.0 -0.1 0.2 0.448
H 0.54175 4.73266 -1.47436 -0.3 -0.3 -0.1 0.487
P -0.18985 -1.99791 -0.43102 -0.8 -0.6 -0.4 1.268
C 2.95939 2.38733 -0.63892 0.3 0.0 -0.2 -0.303
C 3.68822 3.26215 -1.65019 0.1 0.5 -0.1 -0.910
H 3.57794 2.21508 0.25885 -0.2 0.0 -0.2 0.593
H 2.03446 2.88309 -0.29508 0.3 -0.2 -0.1 0.327
H 3.91207 4.23557 -1.19286 0.0 -0.2 -0.2 0.444
H 4.63238 2.81681 -1.98122 -0.2 0.1 0.1 0.294
H 3.07157 3.46105 -2.54289 0.4 -0.2 0.6 -0.180
C 1.92623 0.77580 -2.98674 0.1 0.1 -0.2 1.789
C 2.96488 0.66578 -4.09608 0.0 0.2 -0.3 -1.692
H 1.40054 1.72951 -3.08626 0.1 -0.3 0.1 -1.264
H 1.15680 -0.00193 -3.11203 0.3 0.3 0.1 -0.382
H 2.44862 0.77590 -5.06279 0.3 -0.1 0.2 0.453
H 3.71400 1.46702 -4.02515 -0.2 -0.3 -0.1 0.330
H 3.47079 -0.30696 -4.09719 -0.1 0.2 0.0 0.380
C 3.77232 -0.51574 -0.99803 0.3 0.5 -0.3 0.040
C 5.12690 0.00800 -1.45047 0.6 -0.5 0.0 -1.333
H 3.46991 -1.42173 -1.55232 0.1 0.3 0.2 0.308
H 3.78310 -0.77911 0.07521 0.0 0.1 -0.4 0.040
H 5.87646 -0.77875 -1.29148 0.0 0.3 -0.1 0.454
H 5.11096 0.26560 -2.51784 0.1 -0.1 0.3 0.278
H 5.42851 0.89364 -0.87441 -0.1 -0.3 -0.2 0.304
C 0.62883 -3.42724 0.40286 -0.8 0.2 -0.4 -1.018
C 2.12301 -3.57678 0.18599 0.1 -0.1 0.1 -1.004
H 0.05636 -4.27172 -0.00009 0.4 -0.3 0.2 0.677
H 0.37961 -3.32987 1.46968 0.1 -0.1 -0.2 0.297
H 2.44141 -4.52328 0.63275 0.1 0.1 -0.1 0.445
H 2.38667 -3.59042 -0.87676 0.0 -0.1 0.1 0.272
H 2.69344 -2.77743 0.67485 -0.2 -0.1 -0.1 0.036
C 0.06269 -2.28109 -2.22871 0.3 -0.8 0.3 -1.064
C -1.01337 -1.73818 -3.16592 0.1 -0.1 -0.1 -1.124
H 0.14456 -3.37438 -2.27465 -0.1 0.0 -0.6 0.547
H 1.05364 -1.88116 -2.50054 -0.3 -0.2 0.1 0.574
H -0.74818 -2.01783 -4.19309 -0.2 0.1 0.2 0.376
H -1.99723 -2.16129 -2.93943 0.2 0.1 -0.1 0.369
H -1.08954 -0.64259 -3.12280 0.1 -0.2 0.1 0.109
C -1.97324 -2.44801 -0.23073 0.2 0.2 -0.7 -0.099
C -2.39712 -3.15389 1.04672 -0.1 0.0 0.2 -1.171
H -2.14846 -3.10842 -1.09657 -0.2 0.1 0.3 0.488
H -2.54424 -1.51424 -0.39836 0.1 -0.5 0.1 -0.302
H -3.46109 -3.39912 0.95887 0.2 -0.1 0.2 0.395
H -1.84152 -4.09066 1.19213 -0.3 0.3 0.0 0.400
H -2.26800 -2.52172 1.93267 -0.1 -0.3 -0.3 0.034
C -0.83194 -0.88640 3.20690 -0.4 0.1 -0.1 -0.698
P 0.57232 -0.35438 2.17331 1.6 0.5 1.4 1.039
C 0.41272 1.44038 1.67967 -0.8 0.1 0.5 -0.548
C 1.84261 -0.19973 3.46229 0.0 0.1 0.1 0.422
C 1.52016 0.57308 4.58443 0.3 -0.4 0.4 -0.514
C 2.31504 0.48393 5.72656 0.0 0.3 0.0 -0.807
C 3.50037 -0.25843 5.70884 -0.3 -0.1 -0.4 -0.598
C 3.87050 -0.92243 4.53623 0.1 0.0 0.1 -0.667
C 3.04483 -0.91179 3.40613 -0.3 0.2 0.5 -0.377
H -1.75520 -0.64882 2.67696 0.0 -0.1 0.1 -0.534
H -0.85138 -0.41804 4.19965 0.1 0.0 -0.4 0.682
H -0.77425 -1.97337 3.35712 0.1 0.3 -0.1 0.409
H -0.53162 1.86487 2.07008 0.3 0.0 -0.4 0.396
H 1.26059 2.01925 2.08123 -0.4 -0.3 -0.2 0.574
H 0.45694 1.50355 0.55893 -0.4 0.5 0.5 -0.307
H 0.61906 1.20013 4.57765 0.3 -0.3 0.2 0.397
H 2.00018 0.98216 6.64146 0.2 0.0 -0.2 0.404
H 4.12740 -0.31740 6.60014 -0.2 0.0 -0.3 0.405
H 4.79754 -1.48636 4.52137 -0.1 0.1 0.0 0.429
H 3.30663 -1.46410 2.50251 0.0 0.0 0.3 0.180


[5]
30
Properties=species:S:1:pos:R:3:forces:R:3:mulliken_charge:R:1 method="wB97M-V/def2-TZVPD" homo_ev=-8.7756 gap_ev=9.4 e_above_lowest_ev=0.380 smiles="C[C@H](NC(=O)[C@@H](N)Cc1c[nH]cn1)C(=O)O" e_lumo_ev=0.67 max_force_ev_per_a=1.42 total_charge=0 energy_ha=-796.14910
C -1.10292 -0.95886 -0.77151 -0.2 0.2 -0.2 -0.180
C -0.46498 -1.25124 0.59971 -0.1 0.1 0.1 0.334
C -0.97297 0.52418 -1.19574 0.5 0.0 -0.4 -0.664
C -1.46058 1.47289 -0.15245 0.6 0.2 0.3 0.251
C -2.73206 1.86152 0.14101 0.3 0.0 0.0 -0.627
C -1.31217 2.79410 1.54106 0.2 -0.2 -0.2 -0.380
C 1.89366 -0.93972 -0.26506 0.5 0.2 0.6 0.405
C 3.00633 -1.98312 -0.23997 0.2 0.4 -0.6 0.255
C 2.52301 0.44243 0.04766 0.1 -0.4 -0.1 -1.352
H -2.89376 -0.98242 0.12734 0.0 -0.1 -0.2 0.307
H -2.57732 -2.29850 -0.70645 -0.2 -1.4 0.1 0.283
H -0.61417 -1.57005 -1.53533 0.1 0.0 0.0 0.530
H -1.56657 0.64523 -2.12344 0.4 -0.1 0.4 0.407
H 0.09605 0.75873 -1.42069 -0.9 0.0 0.1 0.280
H -3.67554 1.63170 -0.29839 -0.3 -0.1 -0.2 0.516
H -0.93745 3.39014 2.36376 -0.2 -0.1 -0.1 0.438
H -3.39601 3.13740 1.65642 -0.5 0.4 0.5 0.156
H 1.21385 -1.54626 1.63918 0.0 0.1 -0.4 0.270
H 1.48328 -0.91121 -1.25685 -0.3 -0.1 -0.4 0.255
H 3.18133 0.75122 -0.76965 0.1 -0.1 0.2 0.349
H 1.73800 1.18151 0.13445 -0.3 0.1 0.2 0.303
H 3.06887 0.39534 1.00138 -0.1 0.1 -0.3 0.409
H 4.48749 -2.58879 -1.28373 -0.6 0.4 0.1 0.358
N -2.51516 -1.31735 -0.76090 0.2 1.4 0.1 -0.748
N -0.56720 2.06864 0.73776 -0.7 0.0 -0.1 -0.376
N -2.62639 2.70667 1.21113 0.6 -0.2 -0.1 -0.068
N 0.89011 -1.30771 0.70114 -0.1 -0.2 0.4 -0.008
O -1.17439 -1.45543 1.57473 0.3 0.0 -0.3 -0.699
O 3.26250 -2.69826 0.67931 0.0 -0.3 0.5 -0.552
O 3.74515 -1.95278 -1.37587 0.2 -0.2 0.1 -0.453


[6]
43
Properties=species:S:1:pos:R:3:forces:R:3:mulliken_charge:R:1 method="wB97M-V/def2-TZVPD" homo_ev=-8.5085 gap_ev=8.6 e_above_lowest_ev=2.099 e_lumo_ev=0.07 max_force_ev_per_a=9.56 total_charge=0 energy_ha=-881.51131
C 0.83385 3.28610 0.20819 0.5 0.0 -0.2 -1.906
C 0.09636 1.98425 -0.09007 -1.0 0.8 0.1 2.180
C -0.39294 1.32403 1.21674 0.0 -0.6 -0.1 -1.059
C 0.61505 0.26438 1.61272 -0.4 0.0 0.2 -0.628
C 0.62265 -0.94642 1.05105 -1.1 1.4 1.5 -0.199
N 1.65432 -1.87795 1.16214 -2.9 -1.9 8.9 -0.227
C 1.28042 -3.28503 1.05590 -0.3 -0.9 0.4 -0.859
N -1.02118 2.20139 -1.02589 0.1 -0.8 -0.1 -0.648
H 1.17826 3.77039 -0.70951 0.1 -0.2 0.0 0.429
H 1.70910 3.09752 0.84230 -0.1 0.1 0.0 0.370
H 0.19591 4.01974 0.70109 -0.2 -0.1 0.2 0.445
H 0.76869 1.28489 -0.57085 0.0 0.0 -0.2 -0.956
H -1.39152 0.87758 1.08740 0.3 0.0 -0.3 0.182
H -0.52749 2.06110 2.00775 0.2 0.1 0.1 0.397
H 1.40425 0.59127 2.28844 0.1 -0.3 0.0 0.325
H -0.15561 -1.21333 0.33566 0.1 -0.1 0.2 0.415
H 2.31027 -1.69108 1.90223 0.2 0.1 0.0 0.284
H 2.18778 -3.87009 0.87011 -0.2 0.1 0.1 0.354
H 0.62144 -3.42654 0.18919 0.2 0.2 0.2 0.233
H 0.75330 -3.67952 1.92814 0.1 0.1 0.1 0.322
H -0.62590 2.28325 -1.96379 0.0 0.2 0.1 0.345
H -1.58292 3.00307 -0.78575 0.1 0.3 0.0 0.192
H -2.55226 -1.00496 3.31711 -0.7 0.4 -0.1 0.345
H -3.51971 0.21436 3.11182 0.2 -0.2 0.1 0.332
O -3.47444 -0.75149 3.10675 0.6 -0.1 0.2 -0.730
H -0.84968 -0.83498 -2.09738 -0.1 -0.3 -0.5 0.431
H -0.10090 -1.59539 -3.29177 -0.2 0.0 0.1 0.221
O 0.03650 -1.08287 -2.48960 -0.2 -0.1 0.2 -0.680
H 1.77075 -1.78893 0.07585 2.1 0.4 -2.7 0.816
H 1.40229 -1.51099 -1.42912 1.0 -0.1 -0.1 0.411
O 2.15656 -1.61624 -0.80059 1.2 1.1 -8.0 -1.059
H -2.06368 0.58568 -1.36973 -0.1 -0.2 0.1 0.399
H -2.68058 -0.79486 -0.82044 0.2 0.5 -0.4 0.409
O -2.33137 -0.33143 -1.62207 0.0 -0.1 0.5 -0.831
H -3.50818 -1.30964 1.48733 0.1 -0.1 -0.5 0.382
H -4.31344 -1.90308 0.31611 0.0 -0.1 -0.1 0.303
O -3.41851 -1.65248 0.56599 -0.2 0.0 0.3 -0.695
H 1.90335 1.30913 -2.51766 -0.5 0.1 -0.4 0.421
H 0.64442 0.50452 -2.87974 0.3 0.3 -0.2 0.423
O 1.04700 1.38866 -3.00604 0.4 0.0 0.3 -0.787
H 2.95192 -0.06663 -1.10239 -0.1 -0.1 -0.2 0.408
H 3.14004 1.32906 -0.52196 0.1 0.3 0.3 0.300
O 3.22581 0.85358 -1.34563 0.1 -0.3 0.0 -0.812